This record from the Open Molecules 2025 dataset describes C4H9NO in the gas phase at a distorted geometry. The level of theory is the ωB97M-V functional and the def2-TZVPD basis.

Calculated values
Energy above the lowest of the compared OMol25 structures with the same formula, charge and spin = 146.8 kcal per mole
Total charge = 0

```
15
Properties=species:S:1:pos:R:3:forces:R:3
C -2.27287 -0.39458 0.72591 1.82 -0.44 -1.10
N -1.40125 0.65083 0.07245 1.75 -0.71 0.50
C -0.06316 0.08467 -0.48994 -1.65 -0.07 0.85
C 1.23930 0.81501 -0.13397 1.21 -2.74 -1.70
C 2.36178 -0.10042 -0.48339 2.68 -1.62 -3.65
O 3.66887 -0.14252 -0.46513 -4.24 1.29 0.39
H -3.27048 -0.07746 0.73147 -1.51 0.69 -0.27
H -2.04140 -0.58084 1.77456 0.46 -0.29 -0.01
H -2.24159 -1.33928 0.11891 0.12 0.81 0.68
H -1.06725 1.27997 0.80414 -0.53 -0.01 -0.11
H -0.23230 0.05979 -1.60308 0.54 -0.21 1.01
H 0.09696 -0.92425 -0.03443 -0.45 0.44 -0.91
H 1.42483 1.78093 -0.56842 0.29 1.22 1.61
H 1.95308 -0.20645 0.67046 -1.41 1.71 1.59
H 1.84550 -0.90541 -1.11956 0.92 -0.08 1.13
```
Forces are in eV/Å.

Löwdin charges, unit e, in atom order: atom 1 (C): -0.1282, atom 2 (N): -0.1202, atom 3 (C): -0.2365, atom 4 (C): -0.0314, atom 5 (C): -0.4135, atom 6 (O): -0.0714, atom 7 (H): 0.0394, atom 8 (H): 0.0689, atom 9 (H): 0.0904, atom 10 (H): 0.0748, atom 11 (H): 0.1289, atom 12 (H): 0.1044, atom 13 (H): 0.1281, atom 14 (H): 0.2255, atom 15 (H): 0.1409



This record from the Open Molecules 2025 dataset describes a molecular structure, C31H50CuN3O4S2Si4Te. The level of theory is the ωB97M-V functional and the def2-TZVPD basis.

Calculated values
Total energy = -150737.3480 eV
Total charge = -1
Spin multiplicity = 2

```
96
Properties=species:S:1:pos:R:3:forces:R:3
Cu -0.50325 0.01566 -0.15599 -0.19 -0.02 0.16
N -4.26632 1.87141 -0.80544 0.06 0.13 -0.15
C -4.47709 2.94706 0.04818 -0.03 -0.04 0.07
C -5.75800 3.31350 0.45237 -0.02 -0.01 0.03
C -5.94750 4.41803 1.27114 0.04 0.01 0.00
C -4.85638 5.15038 1.72105 -0.03 -0.04 -0.02
C -3.57523 4.77388 1.33496 0.00 0.02 0.04
C -3.37976 3.69855 0.48088 0.00 0.08 0.01
S -1.80721 3.27746 -0.17566 -0.06 0.01 -0.07
N -1.96265 1.59445 -0.29473 0.13 -0.18 -0.04
C -3.09198 1.10601 -0.78262 -0.05 -0.13 0.01
C -3.13702 -0.22952 -1.26201 -0.01 0.08 0.07
C -4.33444 -0.93175 -1.58489 0.01 -0.02 -0.03
C -4.27254 -2.20384 -2.07680 0.02 0.01 0.02
C -3.01445 -2.82081 -2.25332 -0.02 0.02 -0.02
C -1.89727 -2.10549 -1.86463 0.05 -0.01 0.00
N -1.91666 -0.87117 -1.37477 -0.05 0.00 0.00
H -5.09273 1.40311 -1.12836 -0.02 -0.01 -0.01
H -6.60880 2.73059 0.11522 0.00 0.00 0.00
H -6.95135 4.69510 1.56840 0.01 0.00 0.00
H -4.99850 6.00350 2.37177 0.00 0.00 0.00
H -2.71136 5.32940 1.68206 -0.01 -0.01 -0.01
H -5.30666 -0.48566 -1.41412 0.00 0.01 -0.02
H -5.18644 -2.73667 -2.31102 0.01 0.00 -0.01
H -2.91432 -3.82224 -2.64640 -0.01 0.00 0.00
H -0.91209 -2.55513 -1.94242 0.00 -0.01 0.02
C 7.75620 -0.42614 -2.68156 0.02 0.00 -0.07
Si 5.93588 -0.48207 -2.20618 -0.07 -0.01 0.14
C 5.26393 -2.19203 -2.63066 -0.01 -0.03 -0.05
C 5.02018 0.78361 -3.24505 -0.02 0.00 -0.04
Si 5.52275 -0.12474 0.07142 0.16 0.21 0.03
Te 3.04814 -0.65137 0.18927 -0.25 -0.20 0.03
Si 6.61927 -1.72795 1.38199 -0.08 0.09 -0.11
C 6.46982 -1.26958 3.20134 -0.01 -0.07 0.06
C 8.45040 -1.87661 0.95911 0.05 -0.08 0.10
C 5.83351 -3.41743 1.11608 -0.02 -0.04 0.01
Si 6.09664 2.04816 0.74909 0.05 -0.14 -0.05
C 7.96303 2.17423 0.48112 0.03 0.10 0.00
C 5.76456 2.37852 2.56234 0.04 0.00 0.03
C 5.22970 3.35231 -0.27463 0.00 0.03 -0.01
H 7.86051 -0.64051 -3.74995 0.03 0.00 0.01
H 8.35108 -1.15644 -2.13121 -0.01 0.00 0.01
H 8.18433 0.56116 -2.49597 -0.01 -0.01 0.00
H 5.24664 -2.34443 -3.71402 0.02 -0.02 0.01
H 4.24037 -2.32366 -2.26745 0.00 0.02 -0.01
H 5.87269 -2.98237 -2.18465 0.00 0.02 0.00
H 5.07081 0.50665 -4.30245 -0.01 0.02 0.00
H 5.45136 1.78040 -3.13755 0.01 -0.01 0.00
H 3.96938 0.84235 -2.95389 0.01 0.00 0.00
H 7.19675 -0.50185 3.47617 -0.02 0.00 -0.01
H 6.65245 -2.14994 3.82471 0.03 0.03 0.02
H 5.47346 -0.89039 3.43980 -0.01 -0.02 -0.02
H 8.98136 -0.93125 1.08677 -0.02 0.00 -0.01
H 8.59536 -2.20641 -0.07128 -0.02 0.00 0.00
H 8.91893 -2.61844 1.61418 0.03 0.02 -0.02
H 4.74596 -3.34110 1.04309 0.02 0.01 0.02
H 6.06637 -4.08600 1.94991 0.03 -0.01 -0.02
H 6.20363 -3.88094 0.19809 -0.02 0.01 0.00
H 8.50153 1.45783 1.10657 -0.01 0.00 0.00
H 8.30919 3.17747 0.75030 0.02 -0.02 -0.01
H 8.24427 1.98800 -0.55772 -0.01 0.00 0.01
H 6.12764 1.57618 3.20629 0.02 0.01 -0.02
H 4.69740 2.51125 2.73459 0.00 0.00 0.00
H 6.27705 3.30296 2.84838 -0.02 0.00 0.02
H 5.32070 3.17293 -1.34664 0.02 0.00 0.00
H 5.66107 4.33360 -0.05362 -0.03 0.00 0.00
H 4.16965 3.38731 -0.01821 -0.01 0.00 -0.01
C -1.78012 0.69688 6.28523 0.00 0.00 0.03
C -0.85800 0.98306 5.13076 -0.01 0.01 -0.02
C 0.49122 0.65420 5.19104 0.03 -0.03 -0.02
C 1.33490 0.89281 4.11474 -0.02 0.02 0.03
C 0.81858 1.47602 2.97144 -0.13 0.11 -0.08
C -0.52175 1.82277 2.88512 -0.01 -0.13 0.01
C -1.34974 1.56621 3.96510 -0.04 0.01 -0.01
S 1.87562 1.89228 1.62224 0.47 -0.40 0.04
O 2.96164 0.77343 1.68627 -0.08 0.19 -0.04
O 2.51882 3.13623 1.95294 -0.02 -0.01 0.08
O 1.17250 1.81688 0.37549 -0.15 0.41 -0.12
H -1.23187 0.29710 7.13846 0.00 0.00 -0.01
H -2.54278 -0.03268 6.00472 0.01 0.01 -0.01
H -2.29839 1.60139 6.60948 0.00 0.00 -0.01
H 0.88875 0.18839 6.08596 0.00 0.00 -0.01
H 2.37834 0.61114 4.15670 0.01 0.02 0.00
H -0.91397 2.25693 1.97315 0.04 -0.01 0.07
H -2.40276 1.81720 3.89319 0.01 0.00 0.00
C 1.54165 -2.58127 2.59845 0.07 0.01 0.01
C 0.36614 -1.75662 2.07254 -0.22 -0.04 0.26
C -0.71463 -2.68556 1.52183 0.04 -0.02 -0.04
O 0.74536 -0.78780 1.14668 0.28 -0.12 -0.20
H 1.23011 -3.16791 3.46744 -0.02 -0.02 -0.02
H 2.36488 -1.92916 2.90275 -0.04 -0.01 0.02
H 1.92234 -3.26930 1.83774 0.00 0.04 0.00
H -0.06870 -1.25858 2.96119 -0.02 0.08 -0.05
H -0.31928 -3.26164 0.67921 -0.01 0.02 -0.01
H -1.56523 -2.10425 1.16246 -0.02 0.00 0.00
H -1.06846 -3.38773 2.28414 0.03 0.03 0.00
```
Forces are in eV/Å.

Löwdin charges, unit e, in atom order: atom 1 (Cu): 0.3113, atom 2 (N): 0.1051, atom 3 (C): -0.2645, atom 4 (C): -0.0406, atom 5 (C): -0.1143, atom 6 (C): -0.1172, atom 7 (C): -0.1110, atom 8 (C): -0.4660, atom 9 (S): 0.9645, atom 10 (N): -0.3132, atom 11 (C): -0.3737, atom 12 (C): -0.2196, atom 13 (C): -0.0540, atom 14 (C): -0.1167, atom 15 (C): -0.1068, atom 16 (C): -0.1725, atom 17 (N): 0.0252, atom 18 (H): 0.1067, atom 19 (H): 0.1044, atom 20 (H): 0.0924, atom 21 (H): 0.0914, atom 22 (H): 0.1028, atom 23 (H): 0.0879, atom 24 (H): 0.0909, atom 25 (H): 0.0794, atom 26 (H): 0.1060, atom 27 (C): -0.2160, atom 28 (Si): 0.3109, atom 29 (C): -0.2240, atom 30 (C): -0.2211, atom 31 (Si): 0.1860, atom 32 (Te): 1.2228, atom 33 (Si): 0.3272, atom 34 (C): -0.2208, atom 35 (C): -0.2214, atom 36 (C): -0.2252, atom 37 (Si): 0.3531, atom 38 (C): -0.2210, atom 39 (C): -0.1968, atom 40 (C): -0.1926, atom 41 (H): 0.0277, atom 42 (H): 0.0081, atom 43 (H): 0.0140, atom 44 (H): 0.0276, atom 45 (H): 0.0103, atom 46 (H): 0.0181, atom 47 (H): 0.0283, atom 48 (H): 0.0126, atom 49 (H): 0.0251, atom 50 (H): 0.0202, atom 51 (H): 0.0257, atom 52 (H): 0.0233, atom 53 (H): 0.0134, atom 54 (H): 0.0087, atom 55 (H): 0.0269, atom 56 (H): -0.0044, atom 57 (H): 0.0259, atom 58 (H): 0.0177, atom 59 (H): 0.0120, atom 60 (H): 0.0262, atom 61 (H): 0.0096, atom 62 (H): 0.0080, atom 63 (H): 0.0040, atom 64 (H): 0.0344, atom 65 (H): 0.0088, atom 66 (H): 0.0343, atom 67 (H): 0.0201, atom 68 (C): -0.0582, atom 69 (C): -0.2792, atom 70 (C): -0.0436, atom 71 (C): -0.0522, atom 72 (C): -0.2711, atom 73 (C): -0.0395, atom 74 (C): -0.0234, atom 75 (S): 0.5021, atom 76 (O): -0.7053, atom 77 (O): -0.2834, atom 78 (O): -0.3595, atom 79 (H): 0.0685, atom 80 (H): 0.0797, atom 81 (H): 0.0768, atom 82 (H): 0.1079, atom 83 (H): 0.1151, atom 84 (H): 0.0517, atom 85 (H): 0.1176, atom 86 (C): -0.1049, atom 87 (C): -0.5791, atom 88 (C): -0.0639, atom 89 (O): -0.5110, atom 90 (H): 0.0734, atom 91 (H): 0.0453, atom 92 (H): 0.0584, atom 93 (H): 0.1204, atom 94 (H): 0.0763, atom 95 (H): 0.0622, atom 96 (H): 0.0740